DFT (the ωB97M-V functional and the def2-TZVPD basis) results for C22H24CoN6O5P as an isolated structure in a non-equilibrium geometry.

Structure (XYZ):
```
59
Properties=species:S:1:pos:R:3:forces:R:3
Co 0.70772 -1.43228 -0.14156 1.74 0.07 -0.89
O 2.40612 -2.01028 -0.55386 -1.97 0.53 -0.06
C 3.42692 -1.73048 0.17874 1.92 0.13 1.47
C 4.69852 -1.62698 -0.43766 -0.60 -0.11 0.07
C 5.84352 -1.44228 0.29004 -0.05 0.04 0.33
C 5.77452 -1.30298 1.67654 0.01 0.02 0.17
C 4.55192 -1.36618 2.31004 0.08 0.07 -0.11
C 3.36192 -1.58738 1.60744 0.41 0.10 -1.10
C 2.10492 -1.73878 2.29904 -0.11 -0.25 0.00
N 0.92452 -2.03028 1.73994 0.31 0.34 -0.39
C 0.02982 -2.19868 2.75224 -0.08 -0.02 0.75
C 0.65492 -1.99658 3.94504 -0.79 -0.19 -0.20
N 1.95152 -1.70558 3.64734 0.25 0.05 -0.34
H 4.72722 -1.72098 -1.51076 0.01 -0.07 -0.17
H 6.80332 -1.41218 -0.20236 0.07 0.07 -0.09
H 6.67482 -1.14508 2.25234 0.00 0.00 0.03
H 4.52522 -1.24368 3.38434 0.03 0.00 0.09
H -0.98098 -2.50158 2.56624 -0.21 0.04 0.03
H 0.27822 -2.04048 4.94534 0.00 -0.01 0.20
H 2.66462 -1.49398 4.32744 0.00 -0.08 -0.20
O -0.82198 1.06972 -1.06226 -0.15 0.03 -0.37
C 0.27222 1.38522 -0.52506 -0.12 0.52 -0.07
O 1.01192 0.60072 0.10494 0.55 -1.08 -0.18
C 0.69002 2.81702 -0.63226 0.03 0.13 0.04
C 2.03672 3.17422 -0.64126 -0.33 -0.02 0.05
C 2.38832 4.50802 -0.74056 0.03 0.39 0.01
C 1.39022 5.47322 -0.80276 -0.36 -1.19 0.03
C 0.04632 5.12272 -0.80306 0.16 0.34 0.02
C -0.29888 3.79112 -0.72666 0.18 -0.14 0.00
N 1.74442 6.88012 -0.85866 0.15 0.29 -0.03
O 0.83842 7.68132 -0.88936 -0.25 0.27 -0.02
O 2.92102 7.15782 -0.86516 0.36 0.10 -0.01
H 2.79632 2.41122 -0.57246 0.05 -0.08 0.03
H 3.42172 4.81892 -0.75826 0.03 0.00 0.01
H -0.70328 5.89502 -0.85556 -0.03 0.08 0.00
H -1.33588 3.49352 -0.72286 -0.06 0.00 -0.03
C -4.15088 -2.39728 -2.07536 -0.27 -0.61 -0.17
N -3.87468 -0.90418 -2.22936 -0.27 -0.07 0.03
C -4.45948 -0.21468 -0.99946 -0.41 0.45 0.33
N -3.94678 -0.77278 0.19074 -0.23 -0.03 0.25
C -4.18808 -2.20448 0.26514 -0.27 -0.03 0.08
N -3.60728 -2.89128 -0.87226 -0.20 -0.24 0.06
C -2.15248 -2.84648 -0.84786 0.50 0.15 -0.05
P -1.40188 -1.10188 -0.86866 -2.19 -0.33 0.88
C -2.42848 -0.62868 -2.38586 1.45 0.30 -0.24
C -2.56108 -0.42168 0.43054 0.34 0.16 0.11
H -3.72038 -2.91678 -2.93576 -0.03 0.21 0.01
H -5.23818 -2.52798 -2.07026 0.12 0.17 -0.10
H -4.36628 -0.55888 -3.05706 0.07 -0.02 0.03
H -5.54708 -0.34518 -1.04466 0.19 -0.05 -0.14
H -4.21668 0.85122 -1.05306 0.01 -0.18 -0.16
H -5.26588 -2.39178 0.27704 0.06 0.04 0.02
H -3.75548 -2.59138 1.18864 -0.04 0.01 -0.08
H -1.77748 -3.39848 -1.71396 0.08 -0.05 0.00
H -1.79768 -3.38308 0.03524 0.00 0.02 0.03
H -2.06048 -1.19998 -3.24486 -0.13 0.07 0.06
H -2.27518 0.43332 -2.58526 -0.14 -0.13 0.04
H -2.46928 0.66552 0.46324 0.09 -0.17 -0.02
H -2.26578 -0.80628 1.40874 0.05 -0.01 -0.05
```
Forces are in eV/Å.

Output
Multiplicity: 2
E_HOMO (alpha / beta), eV: -10.01 / -10.07
Net charge: +1
Energy, Eh: -3281.30375
LUMO energy (alpha / beta), eV: -3.783 / -3.218
ΔE to the lowest compared entry with this formula, charge and spin, kcal per mole: 22.0